#1
Formula: C5H9NO2S
Source: OMol25
Level of theory: ωB97M-V/def2-TZVPD

Positions of all 18 atoms, in Å:
S  1.7084  1.3684  0.3730
O  -1.1467  -0.2958  -1.2393
O  -2.5091  -0.8607  0.3080
N  0.7420  -0.8899  0.8308
C  1.6420  -1.2359  -0.2536
C  -1.6805  1.4226  0.2887
C  -1.7934  0.0953  -0.2999
C  2.1467  0.0578  -0.8642
C  0.5847  0.3609  1.2715
H  -3.0215  -0.5030  1.0072
H  2.5258  -1.7864  0.1010
H  -2.3370  1.5617  1.0915
H  1.1557  -1.8080  -0.9471
H  3.3103  0.0110  -0.9762
H  -0.0987  -1.4657  0.9128
H  -0.6889  1.5802  0.6607
H  1.5756  0.2652  -1.8237
H  -2.1153  2.1223  -0.4413

The calculation puts the lowest unoccupied orbital energy at 0.0245 hartree. Its net charge is 0. The HOMO-LUMO gap comes out at 0.347 Eh.

***

#2
Formula: C5H9NO2S
Source: OMol25
Level of theory: ωB97M-V/def2-TZVPD

Positions of all 18 atoms, in Å:
S  -3.0812  0.5067  0.2803
O  -2.4132  0.6908  -1.3834
O  -3.7300  -0.8089  0.3721
N  -0.9666  -0.9662  -0.6879
C  -0.0888  -1.5253  0.1342
C  1.3734  1.8648  0.1180
C  1.2586  -0.6894  0.1591
C  1.0903  0.5850  0.7954
C  -1.4714  0.2747  -0.4582
H  2.0098  -1.2575  0.7218
H  2.3443  1.7500  -0.4141
H  -0.7194  -1.0995  -1.6874
H  1.0837  0.5697  1.9500
H  1.7076  -0.5393  -0.9396
H  -0.4668  -1.5224  1.2460
H  1.2067  2.8313  0.6511
H  0.5926  1.8341  -0.6981
H  0.2703  -2.4986  -0.1592

The calculation puts the lowest unoccupied orbital energy (alpha / beta) at -0.0070 / 0.0078 hartree. Its net charge is 0. The HOMO-LUMO gap (alpha / beta) comes out at 0.268 / 0.285 Eh.

***

Which of them is most stable? Easy: #1.

***

#1
Formula: CH6S3
Source: OMol25
Level of theory: ωB97M-V/def2-TZVPD

Positions of all 10 atoms, in Å:
S  -0.0709  2.3214  2.0429
S  1.5212  -1.0065  0.1764
S  -1.6995  2.5682  0.6347
C  0.2557  -1.2122  -1.1404
H  -1.1332  1.5679  -0.0581
H  0.4229  1.1833  1.5022
H  0.8248  -1.7952  0.9874
H  0.2071  -2.2107  -1.5529
H  -0.7207  -0.9825  -0.7049
H  0.3925  -0.4337  -1.8871

The calculation puts the lowest unoccupied orbital energy at 0.0025 hartree. Its structure (SMILES) is CS.SS. Its net charge is 0. The HOMO-LUMO gap comes out at 0.316 Eh.

***

#2
Formula: CH6S3
Source: OMol25
Level of theory: ωB97M-V/def2-TZVPD

Positions of all 10 atoms, in Å:
S  -0.8933  -0.3628  0.9039
S  1.3326  -0.2990  -3.4810
S  -0.3815  0.7765  -3.6719
C  -0.3580  -0.3779  2.6474
H  -0.0189  -1.3779  2.9221
H  1.0292  -0.8409  -2.2877
H  -1.2312  -0.2695  3.2921
H  0.3467  0.4218  2.8246
H  -0.0264  2.0955  -3.5848
H  0.2009  0.2342  0.4353

The calculation puts the lowest unoccupied orbital energy at 0.0154 hartree. Its structure (SMILES) is CS.SS. Its net charge is 0. The HOMO-LUMO gap comes out at 0.351 Eh.

***

Which of them is most stable? Easy: #2.

***

#1
Formula: CH5NO4S
Source: OMol25
Level of theory: ωB97M-V/def2-TZVPD

Positions of all 12 atoms, in Å:
S  0.5848  0.8799  -1.1166
O  1.9913  1.7768  -1.7080
O  1.1269  -0.4486  -0.8687
O  0.6268  1.6617  0.3349
O  -1.6917  0.0064  -0.3122
N  -0.8146  -1.8138  0.6823
C  -1.5969  -0.7216  0.6625
H  -0.1945  -1.8840  -0.0788
H  2.8163  1.4904  -1.2668
H  -1.9895  -0.5611  1.5841
H  -0.6150  -2.3898  1.5922
H  -0.2438  2.0037  0.4949

The calculation puts the lowest unoccupied orbital energy at 0.0246 hartree. Its net charge is 0. The HOMO-LUMO gap comes out at 0.408 Eh.

***

#2
Formula: CH5NO4S
Source: OMol25
Level of theory: ωB97M-V/def2-TZVPD

Positions of all 12 atoms, in Å:
S  -0.7444  -0.0386  -1.0023
O  -1.6630  -0.9360  0.0725
O  0.4069  0.4612  -0.2345
O  1.5107  -2.0286  -0.6258
O  -1.7751  1.3321  -0.8851
N  -1.8151  1.9742  0.3036
C  2.3590  -1.3222  -0.1610
H  -1.2040  -1.4084  0.8314
H  -1.8868  1.3227  1.0813
H  3.0881  -0.7715  -0.7599
H  2.6151  -1.1577  0.9033
H  -0.8915  2.5727  0.4766

The calculation puts the lowest unoccupied orbital energy at 0.0190 hartree. Its net charge is 0. The HOMO-LUMO gap comes out at 0.374 Eh.

***

Which of them is most stable? Easy: #1.

***

#1
Formula: CH5NO4S
Source: OMol25
Level of theory: ωB97M-V/def2-TZVPD

Positions of all 12 atoms, in Å:
S  1.6298  -0.1656  -0.9384
O  1.5592  0.7754  0.1747
O  -0.9750  -0.4690  -0.0084
O  3.2212  -0.2142  -1.2804
O  1.5936  -1.7543  -0.3852
N  -2.7797  0.7613  0.6390
C  -1.4521  0.6000  0.2693
H  -0.9390  1.5747  0.3678
H  0.7278  -2.1067  -0.0493
H  -3.2210  -0.0983  0.7816
H  3.8323  -0.5633  -0.5256
H  -3.1971  1.6599  0.9548

The calculation puts the lowest unoccupied orbital energy at 0.0310 hartree. Its net charge is 0. The HOMO-LUMO gap comes out at 0.401 Eh.

***

#2
Formula: CH5NO4S
Source: OMol25
Level of theory: ωB97M-V/def2-TZVPD

Positions of all 12 atoms, in Å:
S  0.2963  -1.2550  -0.2835
O  0.1703  0.7071  -1.4319
O  -0.8337  -0.8625  0.5727
O  1.7246  -0.6994  0.5601
O  0.4300  -2.8482  0.1584
N  -0.5960  1.8497  0.3434
C  -0.6879  1.4374  -0.9386
H  0.0545  1.4052  0.9703
H  -1.5648  1.8748  -1.4021
H  -0.0682  -2.9840  0.8986
H  2.5139  -0.8074  -0.0802
H  -1.4389  2.1822  0.6327

The calculation puts the lowest unoccupied orbital energy at 0.0297 hartree. Its net charge is 0. The HOMO-LUMO gap comes out at 0.395 Eh.

***

Which of them is most stable? Easy: #1.

***

#1
Formula: C3H6BN
Source: OMol25
Level of theory: ωB97M-V/def2-TZVPD

Positions of all 11 atoms, in Å:
N  4.4597  -0.0872  -0.2367
C  0.0340  -1.2862  0.6618
C  0.0827  1.3793  -0.4745
C  3.3461  -0.2241  -0.0903
B  0.5531  0.0216  0.0862
H  -0.3267  0.9833  -1.4968
H  0.2005  -2.2612  0.1512
H  0.6423  -1.4761  1.5953
H  -0.9765  -1.2066  0.8735
H  -0.7914  1.7827  -0.0373
H  0.8923  2.1572  -0.6107

The calculation puts the lowest unoccupied orbital energy at -0.0235 hartree. Its net charge is 0. The HOMO-LUMO gap comes out at 0.330 Eh.

***

#2
Formula: C3H6BN
Source: OMol25
Level of theory: ωB97M-V/def2-TZVPD

Positions of all 11 atoms, in Å:
N  -1.4913  -0.0016  -0.0655
C  -0.5445  1.2208  0.0423
C  0.7463  -0.9712  0.0006
C  -0.7749  -1.0917  -0.0960
B  0.8880  0.5877  -0.0797
H  1.3622  -1.7157  -0.6320
H  -1.3632  -1.9940  -0.0961
H  -0.7666  1.8588  -0.7582
H  1.0341  -1.1777  1.0826
H  1.6201  1.4577  -0.3892
H  -0.7101  1.8268  0.9912

The calculation puts the lowest unoccupied orbital energy at 0.0239 hartree. Its structure (SMILES) is B1CC=NC1. Its net charge is 0. The HOMO-LUMO gap comes out at 0.368 Eh.

***

Which of them is most stable? Easy: #2.

***

#1
Formula: C3H13N2O
Source: OMol25
Level of theory: ωB97M-V/def2-TZVPD

Positions of all 19 atoms, in Å:
O  -1.2318  -1.1224  0.2896
N  2.0218  -0.5368  -1.4326
N  -2.4844  0.3651  -1.2432
C  2.5741  1.8827  0.2663
C  1.0744  0.0356  -0.5689
C  1.2362  1.1590  0.1852
H  -3.0528  1.2172  -0.8870
H  0.2876  1.5817  0.6538
H  2.5513  2.8918  -0.2918
H  0.0999  -0.5543  -0.5455
H  -3.5740  -3.0396  4.3171
H  -3.5759  -3.3352  3.6118
H  -3.1017  -0.1935  -1.8304
H  2.7559  2.2747  1.3671
H  -1.6286  -2.0205  0.0556
H  1.8933  -1.5158  -1.6214
H  -2.1821  -0.2835  -0.4835
H  3.4406  1.3170  -0.0110
H  2.8962  -0.1232  -1.8313

The calculation puts the lowest unoccupied orbital energy (alpha / beta) at 0.0322 / -0.1044 hartree. Its net charge is 0. The multiplicity is 2. The HOMO-LUMO gap (alpha / beta) comes out at 0.330 / 0.166 Eh.

***

#2
Formula: C3H13N2O
Source: OMol25
Level of theory: ωB97M-V/def2-TZVPD

Positions of all 19 atoms, in Å:
O  2.1928  -2.1280  -0.4533
N  -0.1336  0.6459  -1.5124
N  -0.2283  -1.1291  0.5437
C  -0.4816  1.3329  0.7620
C  -0.9654  0.0214  1.2897
C  -0.5746  1.7124  -0.6424
H  2.1932  -2.6837  -1.2945
H  -0.5247  -1.9964  1.0274
H  0.8579  0.2247  -1.4846
H  -1.5898  2.1407  -1.0374
H  -2.1078  -0.1602  1.1516
H  -0.6797  -0.1126  2.3547
H  -0.2940  0.8840  -2.4392
H  2.7917  -2.5861  0.1312
H  0.0404  2.6540  -0.8244
H  0.6541  1.4261  1.0897
H  -1.1463  2.1305  1.3290
H  0.7316  -1.0480  0.4871
H  -0.7360  -1.3286  -0.4780

The calculation puts the lowest unoccupied orbital energy (alpha / beta) at 0.0351 / 0.0243 hartree. Its net charge is 0. The multiplicity is 2. The HOMO-LUMO gap (alpha / beta) comes out at 0.147 / 0.365 Eh.

***

Which of them is most stable? Easy: #2.